Record 1
20
Properties=species:S:1:pos:R:3 method="wB97M-V/def2-TZVPD" e_homo_ev=-9.23 e_lumo_ev=0.365 charge=0 smiles=C1CCNC1.O.O energy_ha=-365.36202 de_lowest_kcal_mol=50.5
C 0.350 0.270 1.684
C 1.404 0.732 0.738
C 1.442 -0.077 -0.559
N 0.268 -1.090 -0.400
C 0.072 -1.131 1.148
H -0.588 0.880 1.555
H 0.645 0.281 2.718
H 1.304 1.820 0.572
H 2.443 0.538 1.180
H 1.038 0.520 -1.454
H 2.407 -0.691 -0.517
H -0.510 -0.683 -0.919
H -0.830 -1.710 1.309
H 0.871 -1.815 1.546
O -1.852 1.620 -0.469
H -1.946 1.735 0.565
H -2.418 2.189 -0.894
O -1.515 -1.337 -2.927
H -0.656 -1.555 -2.258
H -1.931 -0.495 -2.618

Record 2
20
Properties=species:S:1:pos:R:3 method="wB97M-V/def2-TZVPD" e_homo_ev=-7.63 e_lumo_ev=0.837 charge=0 smiles="CC/C=C/N.O.O" energy_ha=-365.39974 de_lowest_kcal_mol=26.8
C 2.568 1.640 0.751
C 1.591 1.317 -0.398
C 0.442 0.390 -0.124
C -0.468 0.604 0.821
N -1.628 -0.096 1.000
H 3.385 0.924 0.720
H 2.992 2.619 0.567
H 2.205 1.531 1.767
H 2.232 0.876 -1.164
H 1.240 2.202 -0.935
H 0.269 -0.404 -0.841
H -0.325 1.504 1.391
H -2.380 0.037 1.643
H -1.710 -0.976 0.514
O -0.942 -3.303 -0.367
H -0.457 -2.643 -0.883
H -0.226 -3.819 0.026
O -2.666 -0.883 -1.724
H -2.826 0.000 -1.378
H -3.296 -1.522 -1.385

Record 3
20
Properties=species:S:1:pos:R:3 method="wB97M-V/def2-TZVPD" e_homo_ev=-8.52 e_lumo_ev=0.680 charge=0 smiles="C=CNCC.O.O" energy_ha=-365.37221 de_lowest_kcal_mol=44.1
C 1.000 -3.120 1.253
C 0.563 -1.965 0.739
N -0.490 -1.170 1.246
C -0.035 0.223 1.456
C -0.972 0.964 2.404
H 1.992 -3.539 1.225
H 0.366 -3.518 2.048
H 1.057 -1.453 -0.091
H -0.595 -1.467 2.218
H -0.059 0.689 0.459
H 0.989 0.318 1.824
H -0.598 1.968 2.558
H -0.857 0.504 3.420
H -1.994 0.623 2.258
O 1.553 2.171 -2.991
H 1.866 2.663 -3.769
H 1.549 1.263 -3.238
O -1.626 1.517 -2.897
H -1.880 1.502 -1.989
H -1.115 2.325 -2.982

Record 4
20
Properties=species:S:1:pos:R:3 method="wB97M-V/def2-TZVPD" e_homo_ev=-8.90 e_lumo_ev=0.619 charge=0 smiles=CNCCOC.O energy_ha=-365.38603 de_lowest_kcal_mol=35.4
C -4.120 0.140 0.691
N -2.794 -0.491 0.835
C -1.702 0.164 0.172
C -0.403 -0.650 0.346
O 0.696 0.008 -0.242
C 1.945 -0.456 0.233
H -4.583 -0.012 -0.298
H -4.068 1.224 0.892
H -4.761 -0.329 1.457
H -2.978 -1.463 0.556
H -1.794 0.371 -0.912
H -1.599 1.136 0.692
H -0.448 -1.659 -0.108
H -0.247 -0.777 1.434
H 2.170 -1.437 -0.219
H 2.069 -0.536 1.327
H 2.670 0.282 -0.149
O 6.893 1.768 -2.400
H 6.387 1.842 -1.559
H 6.665 0.876 -2.749

no.,Kohn-Sham gap (eV)
1,9.6
2,8.5
3,9.2
4,9.5